Entry 1:
Here is a cluster of 2 separate species, C25H48ClIN4O4 in total at a distorted geometry from the OMol25 dataset. Energies are from wB97M-V/def2-TZVPD.

```
! wB97M-V def2-TZVPD RIJCOSX def2/J DEFGRID3
* xyz 0 1
H -1.613 1.412 0.900
H 1.512 -4.742 3.136
N -3.581 2.553 0.130
C -4.188 3.668 -0.638
H -0.376 1.789 -2.059
H -5.699 3.271 2.261
N 0.097 -0.677 0.304
H -3.727 0.840 -1.081
H -2.691 -2.977 -3.738
C -1.109 -0.953 -1.609
C -3.457 -1.261 -2.609
C 6.119 -0.170 0.817
N -0.367 -2.868 1.201
H 2.253 -4.297 1.579
C -5.708 3.626 -0.785
O 9.166 -0.426 -0.595
C -3.464 -2.757 -3.006
H 0.041 2.134 -0.410
H -3.774 -1.229 -1.567
H 6.908 -0.596 1.433
H 6.357 -0.358 -0.230
C -4.436 1.981 1.099
H -0.165 -3.714 4.064
H -3.710 3.725 -1.610
H -2.500 -0.057 0.621
H -2.151 0.426 -2.905
H -4.394 -0.680 -4.497
H -4.625 2.178 3.180
H 0.661 -5.031 1.636
H 1.775 1.259 -2.500
O 9.266 -0.821 1.639
I 0.613 -2.026 -2.561
H 3.951 0.408 -0.836
H 5.566 2.143 -0.881
H -1.662 -1.627 2.930
C -1.097 -1.803 3.844
H -0.961 -3.668 1.053
H -1.799 -2.196 4.576
H -5.992 4.405 -1.491
O -4.882 0.853 1.006
H -1.458 -2.869 -1.016
H 9.775 -0.805 -1.246
C -2.049 -0.649 -2.769
H 2.024 2.508 0.151
C 3.746 1.212 -0.130
Cl 0.592 0.143 1.728
C 1.582 1.079 -1.442
H -4.426 -3.005 -3.453
H 5.207 -0.734 1.040
O 10.775 -1.738 0.225
H -6.193 3.881 0.153
C -4.490 -0.496 -3.427
H -4.481 0.573 -3.221
C -1.943 0.733 0.117
H -3.374 -3.402 -2.133
H -3.945 3.606 2.410
C -0.721 0.171 -0.637
H -1.662 -1.027 -3.709
H -5.480 -0.859 -3.148
N -1.566 -1.957 -0.573
C 5.966 1.326 1.051
H 1.443 -2.221 2.003
C -2.963 1.525 -0.715
C -4.706 2.837 2.321
C 0.108 -2.739 3.667
C 0.669 -2.939 2.243
C 1.328 -4.336 2.148
H 3.485 0.789 0.842
H 5.595 1.505 2.066
C 2.544 1.998 -0.661
H -0.777 -0.833 4.217
H 0.939 -2.366 4.262
H 2.898 2.785 -1.329
H -3.936 4.597 -0.120
H 4.790 3.022 0.428
C -0.582 -1.856 0.409
C 9.781 -1.042 0.538
H 1.848 0.044 -1.268
H -2.523 2.003 -1.583
C 0.088 1.360 -1.176
H -6.052 2.657 -1.140
C 5.023 2.021 0.058
H 6.964 1.761 1.020
*
```

Properties
- E: -61474.175 eV
- HOMO energy: -5.70 eV

Entry 2:
Here is a structure of composition C37H40N8O2RbS3 from the OMol25 dataset. Energies are from wB97M-V/def2-TZVPD.

```
! wB97M-V def2-TZVPD RIJCOSX def2/J DEFGRID3
* xyz 1 1
C 6.725 -0.238 -0.238
N -0.193 -1.969 -1.663
H 7.101 1.483 -1.396
C 5.684 -1.002 0.366
H 0.740 -4.652 0.210
H 1.834 4.047 -3.654
C 3.979 0.698 -0.083
C -0.331 -3.168 -0.842
C -0.588 1.204 -4.879
H -0.518 1.739 5.963
Rb 0.248 0.383 0.011
N 3.765 3.321 -1.913
O -0.271 0.838 -2.572
H -1.164 1.308 -6.964
C -2.647 1.936 2.003
N 2.174 -1.645 0.654
C 0.529 0.174 4.873
H -1.023 5.658 5.753
H 0.535 -2.517 1.611
C -3.406 0.994 1.179
C -0.389 0.355 -3.705
N -0.088 3.409 -3.899
H -5.498 1.296 1.817
C 3.419 -1.641 0.877
H 1.037 2.249 -1.394
H -3.197 4.705 5.057
C -0.958 0.633 -6.140
H -0.868 -2.611 -5.351
C -1.371 -0.968 3.966
C 6.356 0.905 -0.859
H 0.810 0.961 4.172
H 8.794 -0.101 -0.799
H -4.221 2.722 3.183
C -0.779 -1.537 -5.208
C 1.219 3.230 -3.260
C -4.756 0.806 1.210
C -0.568 0.662 5.815
C -3.551 -0.575 -0.342
H 1.065 3.329 2.807
H 2.027 -3.473 1.708
H 0.456 3.904 -1.348
C 4.374 -0.628 0.403
H -1.074 -2.947 -0.067
C 4.784 2.502 -1.655
N -1.348 2.093 1.961
H 1.641 2.298 -3.631
H 1.067 4.997 4.646
S -5.197 -0.409 0.101
S -2.132 0.230 4.991
H -0.542 -1.954 -8.027
N -2.730 0.198 0.291
H -1.549 -0.561 -8.417
C -0.498 -1.086 -3.951
H 5.946 -1.971 0.784
H 5.631 2.737 -2.295
H 3.892 -2.493 1.390
H -0.679 -3.120 -3.283
C -1.058 4.930 4.955
H 3.977 3.956 -2.666
C 1.242 3.251 -1.734
C -0.651 2.587 -4.780
C -2.277 4.403 4.573
C 2.574 3.732 -1.155
O 2.850 1.172 0.105
C 0.137 4.549 4.322
H 2.679 3.384 -0.134
H -0.527 0.158 6.778
H -0.359 4.375 -4.002
S -2.206 -1.956 2.947
H 8.527 -0.796 0.798
H -3.238 -1.290 -1.090
C 0.145 3.622 3.298
C -2.258 3.471 3.542
N -0.042 -0.953 4.153
C -1.357 -1.325 -7.665
H -1.253 3.101 -5.526
H -2.245 -1.954 -7.591
C 5.009 1.411 -0.828
H 8.200 -1.755 -0.640
N -3.253 2.752 2.914
H 1.760 -3.730 -0.881
H 1.414 -0.140 5.424
C -0.437 -2.117 -2.898
C -1.075 3.064 2.915
C 8.137 -0.749 -0.220
H 2.605 4.824 -1.157
H -0.723 -4.000 -1.442
C 1.426 -2.826 1.053
H 0.527 -1.540 3.564
C 0.949 -3.643 -0.153
C -1.017 -0.705 -6.340
*
```

Properties
- E: -88191.817 eV
- Energy relative to the best compared isomer or geometry (same formula, charge and spin): 0.857 eV
- HOMO energy: -9.86 eV

Entry 3:
Here is an isolated molecule of C7H10ClFN2O4 at a distorted geometry from the OMol25 dataset. Energies are from wB97M-V/def2-TZVPD.

```
! wB97M-V def2-TZVPD RIJCOSX def2/J DEFGRID3
* xyz 0 1
H 2.030 -2.312 1.304
H -1.623 1.429 -1.717
O -4.877 1.104 1.655
Cl -1.988 -2.464 -2.282
F -0.212 4.355 -1.675
O -6.153 -0.157 0.472
C -0.401 -0.840 -0.698
O -0.520 0.459 -0.118
H 2.255 -1.303 -0.023
H 0.387 -0.676 -1.423
C -0.738 1.541 -1.072
N -3.918 -0.338 0.140
C 0.029 -1.718 0.422
C -1.117 2.723 -0.199
C -1.822 -1.261 -1.018
H -0.686 -1.480 1.341
C 1.537 -1.519 0.908
N -5.168 0.251 0.908
H -0.220 3.097 0.312
H 0.163 1.670 -1.576
C -2.872 -0.737 -0.350
O -1.423 3.842 -1.007
H -0.092 -2.722 0.106
H 1.655 -0.626 1.551
H -2.107 2.779 0.252
*
```

Properties
- E: -33819.201 eV
- Energy relative to the best compared isomer or geometry (same formula, charge and spin): 2.789 eV
- HOMO energy: -8.45 eV
- SMILES: CC[C@H](OCCOF)C(Cl)=C=N[N+](=O)[O-]

Entry 4:
Here is an isolated molecule of C3H6O2 at a distorted geometry from the OMol25 dataset. Energies are from wB97M-V/def2-TZVPD.

```
! wB97M-V def2-TZVPD RIJCOSX def2/J DEFGRID3
* xyz 0 1
H -1.495 -1.334 0.368
O 0.813 1.165 0.016
C -1.048 -0.445 -0.078
C 1.530 -0.078 -0.173
H 1.568 -0.415 -1.209
H -1.648 1.402 -0.402
H 0.348 -0.068 1.677
O -1.987 0.615 0.048
H -0.836 -0.629 -1.162
C 0.263 -0.059 0.568
H 2.493 -0.153 0.346
*
```

Properties
- E: -7301.588 eV
- Energy relative to the best compared isomer or geometry (same formula, charge and spin): 2.090 eV
- HOMO energy: -10.29 eV
- SMILES: OC[C@H]1CO1

Computed values of frontier orbital gap (unit: eV) for the preceding records, in sequence: 4.04; 7.32; 7.72; 11.39.